No. 1
DFT (ωB97M-V/def2-TZVPD) results for a molecular structure, C26H55BCdF6N10O12S6.

Positions of all 117 atoms, in Å:
Cd (1.32023, -2.47904, 2.60060)
B (1.22202, -1.95515, 0.24908)
H (0.57400, -0.94872, 0.32646)
H (1.34614, -2.12111, -0.92787)
H (2.22155, -1.75543, 0.83302)
H (0.69160, -2.90030, 0.69140)
C (-3.11450, 2.19045, -5.54787)
C (-3.06427, 0.82601, -6.18432)
N (-2.09039, -0.10341, -5.57415)
C (-1.98855, -1.45264, -5.82919)
C (-1.12168, -1.94438, -4.91438)
N (-0.52975, -0.89221, -4.27253)
C (-1.15625, 0.21531, -4.68527)
C (0.46859, -0.87645, -3.20038)
H (-2.12836, 2.65433, -5.48800)
H (-3.51175, 2.19883, -4.53184)
H (-3.72699, 2.83062, -6.17875)
H (-2.80367, 0.91362, -7.24195)
H (-4.01053, 0.28644, -6.22668)
H (-2.61528, -2.04982, -6.46890)
H (-0.82190, -2.95743, -4.70768)
H (-1.05274, 1.16813, -4.19740)
H (1.00737, 0.06468, -3.30435)
H (1.23295, -1.63876, -3.33088)
H (0.01267, -0.97339, -2.21870)
C (-4.09219, -1.05137, -1.93661)
C (-3.81604, -2.21008, -0.99869)
N (-2.95805, -3.20384, -1.63842)
C (-3.36247, -3.99685, -2.69564)
C (-2.31699, -4.79263, -3.03136)
N (-1.28905, -4.48009, -2.17112)
C (-1.74104, -3.60114, -1.28184)
C (0.05624, -5.05403, -2.17078)
H (-4.74604, -0.26167, -1.57351)
H (-4.47056, -1.38670, -2.90793)
H (-3.17768, -0.51883, -2.22327)
H (-4.70889, -2.65113, -0.56282)
H (-3.25449, -1.78520, -0.16523)
H (-4.24095, -3.82953, -3.29417)
H (-2.19916, -5.47172, -3.85791)
H (-1.02626, -3.17476, -0.59420)
H (0.12857, -5.95179, -2.76764)
H (0.49890, -5.08175, -1.17169)
H (0.74409, -4.27546, -2.53058)
C (5.11209, 5.10964, -2.62183)
C (5.32028, 4.64198, -1.19448)
N (4.60288, 3.36053, -0.99976)
C (3.25947, 3.23618, -0.68283)
C (2.99252, 1.92295, -0.57849)
N (4.15092, 1.23058, -0.87821)
C (5.07650, 2.13818, -1.16248)
C (4.28017, -0.21245, -0.98820)
H (4.08678, 5.15864, -2.98146)
H (5.70601, 4.54750, -3.35023)
H (5.58506, 6.07868, -2.80729)
H (4.91269, 5.36890, -0.50070)
H (6.35416, 4.34379, -1.04533)
H (2.59119, 4.07728, -0.63682)
H (2.09559, 1.34577, -0.42321)
H (6.06159, 1.84521, -1.49062)
H (4.01591, -0.67468, -0.03503)
H (5.33820, -0.47313, -1.01828)
H (3.70143, -0.64601, -1.79630)
C (-1.74984, 0.83661, -0.16772)
C (-1.49592, 2.18517, 0.50047)
C (-2.12125, 2.21032, 1.87987)
N (-1.83494, 3.50934, 2.64942)
C (-0.50891, 3.27246, 3.32640)
C (-1.87532, 4.75990, 1.84282)
C (-2.19788, 5.89872, 2.80750)
C (-2.81519, 5.21883, 4.04933)
C (-2.86282, 3.72136, 3.73914)
H (-1.58948, -0.01787, 0.49189)
H (-1.17214, 0.72643, -1.08453)
H (-2.81747, 0.75137, -0.38645)
H (-1.99664, 2.92123, -0.13095)
H (-0.43931, 2.46015, 0.54330)
H (-2.00996, 1.40301, 2.60136)
H (-3.20932, 2.27765, 1.75929)
H (0.28614, 3.35088, 2.59260)
H (-0.50920, 2.32054, 3.84919)
H (-0.43876, 4.02539, 4.11183)
H (-0.93142, 4.85748, 1.30835)
H (-2.63594, 4.70200, 1.06410)
H (-1.29461, 6.44699, 3.06732)
H (-2.89201, 6.58172, 2.32605)
H (-2.26425, 5.44388, 4.96283)
H (-3.77112, 5.70298, 4.24242)
H (-2.65635, 3.13568, 4.62791)
H (-3.81699, 3.55799, 3.24069)
N (2.53254, -1.06761, 3.48200)
S (2.21031, 0.54355, 3.27624)
O (2.96612, 1.09954, 2.20997)
O (1.83362, 1.31939, 4.38440)
F (0.78927, 0.28373, 2.56102)
S (3.88470, -0.86032, 4.29793)
O (3.74389, -0.25283, 5.56442)
O (5.00910, -0.51353, 3.49494)
F (4.19205, -2.39009, 4.54022)
N (-0.44872, -2.20460, 3.64504)
S (-2.03179, -2.41207, 3.05557)
O (-2.90568, -1.31695, 3.26385)
O (-2.46660, -3.74395, 2.84433)
F (-1.58235, -2.10823, 1.49931)
S (-0.94444, -2.10088, 5.17220)
O (-1.60216, -3.27690, 5.62640)
O (-1.47818, -0.86261, 5.63165)
F (0.45178, -2.17130, 5.89280)
N (2.10064, -4.38935, 2.44877)
S (2.26056, -5.42762, 3.77555)
O (3.54729, -5.79868, 4.20115)
O (1.16671, -6.30774, 3.89686)
F (1.91903, -4.21290, 4.77179)
S (2.58209, -5.41713, 1.32901)
O (1.59903, -6.34341, 0.87188)
O (3.91511, -5.87313, 1.43959)
F (2.74509, -4.37572, 0.10416)

Computed properties:
- LUMO energy: -5.179 eV
- Kohn-Sham gap: 8.04 eV
- Max |F|: 0.11615 Eh/bohr
- Calculated total energy: -5654.3141 a.u.
- Charge: +2

These are the Löwdin partial charges, in e, on atoms 1 to 99: number 1, Cd, carries 1.3312; number 2, B, carries -0.5186; number 3, H, carries -0.0317; number 4, H, carries -0.0205; number 5, H, carries -0.0517; number 6, H, carries -0.0642; number 7, C, carries -0.0662; number 8, C, carries -0.1488; number 9, N, carries -0.0251; number 10, C, carries 0.0129; number 11, C, carries -0.0116; number 12, N, carries -0.0621; number 13, C, carries -0.0289; number 14, C, carries 0.0125; number 15, H, carries 0.0803; number 16, H, carries 0.0849; number 17, H, carries 0.0977; number 18, H, carries 0.1397; number 19, H, carries 0.1360; number 20, H, carries 0.1477; number 21, H, carries 0.1315; number 22, H, carries 0.1594; number 23, H, carries 0.1027; number 24, H, carries 0.0999; number 25, H, carries 0.0604; number 26, C, carries -0.0748; number 27, C, carries -0.1348; number 28, N, carries -0.0162; number 29, C, carries -0.0083; number 30, C, carries -0.0141; number 31, N, carries -0.0683; number 32, C, carries 0.0095; number 33, C, carries 0.0436; number 34, H, carries 0.0898; number 35, H, carries 0.0710; number 36, H, carries 0.0505; number 37, H, carries 0.1463; number 38, H, carries 0.1038; number 39, H, carries 0.1390; number 40, H, carries 0.1420; number 41, H, carries 0.1303; number 42, H, carries 0.1127; number 43, H, carries 0.0863; number 44, H, carries 0.0910; number 45, C, carries -0.0725; number 46, C, carries -0.1283; number 47, N, carries -0.0391; number 48, C, carries -0.0077; number 49, C, carries -0.0293; number 50, N, carries -0.0577; number 51, C, carries -0.0111; number 52, C, carries 0.0340; number 53, H, carries 0.0786; number 54, H, carries 0.0835; number 55, H, carries 0.0897; number 56, H, carries 0.1324; number 57, H, carries 0.1331; number 58, H, carries 0.1351; number 59, H, carries 0.1283; number 60, H, carries 0.1789; number 61, H, carries 0.0931; number 62, H, carries 0.1124; number 63, H, carries 0.0964; number 64, C, carries -0.0879; number 65, C, carries -0.2101; number 66, C, carries -0.1001; number 67, N, carries -0.2648; number 68, C, carries 0.0371; number 69, C, carries -0.1158; number 70, C, carries -0.1236; number 71, C, carries -0.1346; number 72, C, carries -0.0755; number 73, H, carries 0.0549; number 74, H, carries 0.0603; number 75, H, carries 0.0653; number 76, H, carries 0.1073; number 77, H, carries 0.1049; number 78, H, carries 0.1386; number 79, H, carries 0.1353; number 80, H, carries 0.1065; number 81, H, carries 0.0996; number 82, H, carries 0.1201; number 83, H, carries 0.1311; number 84, H, carries 0.1342; number 85, H, carries 0.1196; number 86, H, carries 0.1193; number 87, H, carries 0.1186; number 88, H, carries 0.1229; number 89, H, carries 0.1508; number 90, H, carries 0.1380; number 91, N, carries -0.3918; number 92, S, carries 0.4900; number 93, O, carries -0.2646; number 94, O, carries -0.2153; number 95, F, carries -0.2476; number 96, S, carries 0.4419; number 97, O, carries -0.2087; number 98, O, carries -0.2494; number 99, F, carries -0.1525

No. 2
DFT (ωB97M-V/def2-TZVPD) results for C20H22N6O5S2 in the gas phase.

Positions of all 55 atoms, in Å:
C (-7.14504, -2.23978, -1.14267)
C (-6.30486, -1.04434, -0.70530)
N (-5.26105, -1.42296, 0.21878)
C (-4.20575, -2.30823, -0.21439)
C (-3.42840, -1.83264, -1.44207)
S (-4.87984, -0.33537, 1.40910)
O (-6.09998, 0.27583, 1.84422)
O (-4.05897, -1.01293, 2.37008)
C (-3.86888, 0.92503, 0.61955)
C (-4.46304, 1.91517, -0.13874)
C (-3.65304, 2.84454, -0.77222)
C (-2.27560, 2.78645, -0.64770)
C (-1.68631, 1.79012, 0.12928)
N (-0.30656, 1.67036, 0.30420)
C (0.68104, 2.49664, -0.14587)
O (0.49797, 3.51523, -0.77591)
C (2.06431, 2.05205, 0.22035)
C (3.05165, 3.03601, 0.32415)
C (4.35618, 2.69409, 0.59876)
C (4.72884, 1.36225, 0.77575)
S (6.44447, 1.05900, 1.05623)
C (6.68286, -0.24922, -0.07537)
N (6.05293, -0.39274, -1.21112)
N (6.54032, -1.49217, -1.79476)
C (7.45482, -1.99323, -1.01743)
N (7.59831, -1.24049, 0.10403)
C (8.42297, -1.45523, 1.25582)
C (3.73546, 0.37779, 0.71553)
N (3.96688, -1.00924, 1.01779)
O (3.05479, -1.78580, 0.83544)
O (5.04382, -1.32614, 1.48476)
C (2.42104, 0.72963, 0.41383)
C (-2.50063, 0.85096, 0.76219)
H (-6.56854, -2.91949, -1.76493)
H (-7.50139, -2.77899, -0.26970)
H (-8.00088, -1.89112, -1.71446)
H (-6.93199, -0.34202, -0.15463)
H (-5.89096, -0.53281, -1.58619)
H (-3.54024, -2.39925, 0.64497)
H (-4.63785, -3.29384, -0.41319)
H (-3.04659, -0.82485, -1.29517)
H (-2.58938, -2.50105, -1.61628)
H (-4.05806, -1.83989, -2.32844)
H (-5.53759, 1.95675, -0.20616)
H (-4.09626, 3.62673, -1.36900)
H (-1.65147, 3.51375, -1.13930)
H (-0.03315, 0.89168, 0.88780)
H (2.77155, 4.06541, 0.16102)
H (5.12104, 3.45262, 0.65696)
H (8.02239, -2.87624, -1.22357)
H (9.12151, -0.62588, 1.38175)
H (8.97701, -2.38287, 1.12917)
H (7.78851, -1.52459, 2.14135)
H (1.71131, -0.08043, 0.32293)
H (-2.08962, 0.06569, 1.37879)

Computed properties:
- LUMO energy: -1.027 eV
- Structure (SMILES): CCN(CC)S(=O)(=O)c1cccc(NC(=O)c2ccc(Sc3nncn3C)c([N+](=O)[O-])c2)c1
- Kohn-Sham gap: 7.82 eV
- Max |F|: 0.02806 Eh/bohr
- Calculated total energy: -2276.3424 a.u.

Let us look at the Löwdin charges, expressed in e, one per atom: number 1, C, carries -0.0689; number 2, C, carries -0.2706; number 3, N, carries -0.2559; number 4, C, carries -0.2456; number 5, C, carries -0.0621; number 6, S, carries 0.6687; number 7, O, carries -0.2779; number 8, O, carries -0.2853; number 9, C, carries -0.2665; number 10, C, carries -0.0620; number 11, C, carries -0.0482; number 12, C, carries 0.0070; number 13, C, carries -0.1957; number 14, N, carries 0.1435; number 15, C, carries -0.4076; number 16, O, carries 0.0910; number 17, C, carries -0.1038; number 18, C, carries 0.0171; number 19, C, carries -0.0699; number 20, C, carries -0.4200; number 21, S, carries 1.0650; number 22, C, carries -0.6544; number 23, N, carries 0.0276; number 24, N, carries 0.0212; number 25, C, carries -0.1536; number 26, N, carries -0.1059; number 27, C, carries -0.0281; number 28, C, carries -0.1387; number 29, N, carries -0.3343; number 30, O, carries 0.0937; number 31, O, carries 0.0373; number 32, C, carries 0.0651; number 33, C, carries -0.0109; number 34, H, carries 0.0666; number 35, H, carries 0.0839; number 36, H, carries 0.0760; number 37, H, carries 0.1056; number 38, H, carries 0.1160; number 39, H, carries 0.1062; number 40, H, carries 0.1185; number 41, H, carries 0.0607; number 42, H, carries 0.0784; number 43, H, carries 0.0695; number 44, H, carries 0.1124; number 45, H, carries 0.1110; number 46, H, carries 0.1024; number 47, H, carries 0.1372; number 48, H, carries 0.1268; number 49, H, carries 0.1078; number 50, H, carries 0.1206; number 51, H, carries 0.0946; number 52, H, carries 0.0972; number 53, H, carries 0.0924; number 54, H, carries 0.1250; number 55, H, carries 0.1203

Asked for HOMO across the records above, the calculation gives -13.219 -8.850 eV in order.